Density functional theory data (ωB97M-V/def2-TZVPD) for C28H65BaNO23S7 as an isolated structure.

Values from the calculation:
HOMO level	-7.796	eV
electronic energy	-5703.8296	Ha

Structure (ORCA input):
```
! wB97M-V def2-TZVPD RIJCOSX def2/J DEFGRID3
* xyz 0 1
Ba -1.719 -1.076 3.003
O 0.260 0.208 1.550
C 0.021 0.018 0.155
C -0.609 -1.331 -0.378
O -1.728 -1.959 0.227
H 1.007 0.206 -0.297
H -0.625 0.833 -0.221
H 0.217 -2.065 -0.292
H -0.749 -1.220 -1.465
O 0.375 -2.292 4.150
S 1.436 -3.228 4.423
O 1.164 -4.631 4.528
O 2.635 -3.047 3.335
C 2.344 -2.349 2.102
C 3.019 -3.037 0.941
C 2.307 -2.607 5.902
H 2.794 -1.354 2.198
H 1.280 -2.193 1.927
H 2.741 -4.090 0.870
H 4.101 -2.924 0.995
H 2.705 -2.583 -0.002
H 2.612 -1.571 5.777
H 3.126 -3.304 6.040
H 1.550 -2.559 6.684
O -1.496 3.663 -1.685
S -2.428 4.047 -0.650
O -2.544 5.396 -0.162
O -3.871 3.629 -1.186
C -5.042 4.026 -0.458
C -6.228 3.724 -1.345
C -2.195 2.954 0.759
H -5.049 5.061 -0.119
H -5.095 3.423 0.457
H -5.987 4.087 -2.346
H -7.156 4.167 -0.990
H -6.376 2.650 -1.444
H -1.142 2.829 1.008
H -2.642 1.983 0.558
H -2.700 3.456 1.585
O 5.726 -2.707 -1.881
S 4.951 -1.949 -2.838
O 4.498 -2.576 -4.053
O 3.676 -1.269 -2.074
C 2.601 -0.791 -2.909
C 1.613 -1.898 -3.273
C 5.863 -0.429 -3.292
H 2.958 -0.227 -3.776
H 2.193 0.031 -2.318
H 0.878 -1.486 -3.969
H 1.082 -2.274 -2.402
H 2.127 -2.662 -3.852
H 6.852 -0.783 -3.563
H 5.895 0.120 -2.353
H 5.290 0.103 -4.042
O 4.267 4.620 -0.886
S 3.602 3.410 -0.520
O 3.411 2.346 -1.484
O 4.302 2.864 0.830
C 4.076 1.475 1.198
C 5.072 0.546 0.543
C 1.953 3.833 0.153
H 3.064 1.230 0.889
H 4.190 1.405 2.277
H 4.900 -0.443 0.986
H 6.118 0.748 0.769
H 4.896 0.428 -0.523
H 2.215 4.519 0.961
H 1.469 2.975 0.616
H 1.325 4.370 -0.552
O -5.117 -2.058 -1.731
S -5.132 -0.722 -2.264
O -5.276 -0.448 -3.660
O -6.344 0.062 -1.507
C -6.326 0.050 -0.082
C -7.711 0.337 0.457
C -3.700 0.213 -1.677
H -5.613 0.819 0.237
H -6.000 -0.906 0.334
H -8.463 -0.229 -0.087
H -7.925 1.408 0.415
H -7.755 0.132 1.528
H -3.585 0.070 -0.603
H -3.744 1.251 -1.993
H -2.789 -0.262 -2.045
O 1.142 0.761 6.562
S 0.690 1.136 5.258
O -0.553 0.560 4.743
O 0.464 2.737 5.297
C -0.422 3.320 4.320
C 0.236 4.567 3.729
C 1.999 1.020 4.071
H -1.332 3.520 4.889
H -0.678 2.641 3.504
H -0.382 4.943 2.909
H 1.236 4.324 3.380
H 0.208 5.404 4.426
H 2.784 1.701 4.403
H 1.638 1.419 3.119
H 2.378 0.005 3.995
O -2.277 -6.423 0.244
S -0.851 -6.568 0.421
O -0.291 -7.866 0.708
O -0.052 -6.058 -0.890
C -0.416 -4.784 -1.482
C -1.480 -4.900 -2.562
C -0.269 -5.338 1.633
H 0.552 -4.492 -1.894
H -0.675 -4.045 -0.719
H -2.480 -5.042 -2.158
H -1.132 -5.677 -3.238
H -1.576 -3.923 -3.044
H 0.812 -5.403 1.540
H -0.625 -5.601 2.625
H -0.696 -4.396 1.301
N 0.358 1.583 -6.041
C -0.393 0.963 -5.114
C -0.303 1.219 -3.752
C 0.683 2.106 -3.328
C 1.504 2.704 -4.248
C 1.324 2.390 -5.596
H -1.126 0.254 -5.479
H -0.899 0.632 -3.067
H 0.757 2.270 -2.260
H 2.301 3.366 -3.935
H 1.946 2.789 -6.387
*
```

Atom charges from the Mulliken analysis, given in e for atoms 1 to 5: 1.975 -0.815 1.431 0.946 -1.147

***

Density functional theory data (ωB97M-V/def2-TZVPD) for C28H20AsNOPS5TcTe as an isolated structure.

Values from the calculation:
HOMO level (spin up / spin down)	-7.537 / -7.531	eV
electronic energy	-6125.9351	Ha

Structure (ORCA input):
```
! wB97M-V def2-TZVPD RIJCOSX def2/J DEFGRID3
* xyz 0 1
Tc 0.437 1.597 0.752
S -1.616 4.049 3.983
C 0.057 4.406 4.077
C 0.794 3.715 3.168
C -0.004 2.864 2.342
C -1.324 2.963 2.683
C -2.297 2.183 1.969
C -3.677 2.233 2.164
C -4.502 1.447 1.392
C -3.937 0.607 0.437
C -2.570 0.604 0.293
N -1.752 1.370 1.038
H 0.408 5.113 4.817
H 1.866 3.816 3.091
H -4.075 2.899 2.918
H -5.576 1.484 1.522
H -4.542 -0.039 -0.183
H -2.104 -0.034 -0.439
O 0.029 0.288 3.473
C 0.061 0.045 2.299
C -0.363 -1.331 1.829
C -1.006 -2.171 2.733
C -1.516 -3.384 2.300
C -1.381 -3.758 0.967
C -0.719 -2.930 0.072
C -0.202 -1.713 0.507
P 0.651 -0.482 -0.529
C -0.014 -0.789 -2.204
C 0.412 -1.909 -2.922
C -0.147 -2.203 -4.157
C -1.125 -1.376 -4.694
C -1.537 -0.251 -3.997
C -0.984 0.043 -2.757
C 2.339 -1.150 -0.666
C 2.816 -2.127 0.199
C 4.146 -2.526 0.134
C 5.004 -1.937 -0.781
C 4.529 -0.958 -1.648
C 3.201 -0.566 -1.593
H -1.116 -1.844 3.759
H -2.035 -4.032 2.997
H -1.796 -4.699 0.623
H -0.617 -3.231 -0.963
H 1.193 -2.544 -2.521
H 0.185 -3.079 -4.701
H -1.556 -1.603 -5.662
H -2.281 0.412 -4.422
H -1.284 0.941 -2.237
H 2.153 -2.587 0.921
H 4.512 -3.287 0.813
H 6.046 -2.230 -0.813
H 5.195 -0.492 -2.364
H 2.832 0.195 -2.274
S 1.515 2.215 -3.801
As 0.927 3.627 -2.447
S 2.456 2.385 0.028
S -0.550 3.060 -0.973
S 1.515 5.567 -2.477
Te 2.924 1.133 1.925
*
```

Atom charges from the Mulliken analysis, given in e for atoms 1 to 5: -0.723 -0.286 -0.496 -0.838 0.779

***

Density functional theory data (ωB97M-V/def2-TZVPD) for C6H7NO3S as an isolated structure.

Values from the calculation:
HOMO level (spin up / spin down)	-5.694 / -10.198	eV
electronic energy	-911.1987	Ha

Structure (ORCA input):
```
! wB97M-V def2-TZVPD RIJCOSX def2/J DEFGRID3
* xyz 0 3
C 0.968 0.532 0.092
C -0.948 0.580 -0.364
C -0.683 -1.603 -0.946
C 1.967 1.298 -0.324
C -0.055 -2.150 0.222
C -1.528 1.965 -0.117
N -1.423 -0.435 -0.843
O -0.716 -2.189 -1.979
O 2.171 -1.218 1.695
O -0.174 -0.498 2.171
S 0.828 -0.895 1.199
H 3.028 1.124 -0.030
H 1.775 2.170 -0.967
H -0.715 -2.793 0.747
H 0.621 -2.783 -0.342
H -0.896 2.693 -0.432
H -1.792 2.040 0.938
H -2.428 2.161 -0.718
*
```

Atom charges from the Mulliken analysis, given in e for atoms 1 to 5: 0.033 0.631 0.158 -0.525 -0.364

***

Density functional theory data (ωB97M-V/def2-TZVPD) for a 7-piece molecular cluster, C51H98BN2O14P overall.

Values from the calculation:
HOMO level	-7.841	eV
electronic energy	-3531.0467	Ha
SMILES	CCCNc1c(B(N)O)ccc2c1C(=O)c1c(cc(P(C)C)c(OCCOCC)c1COCOCCO)C2=O.CCOCC.CCOCC.CCOCC.CCOCC.CCOCC.CCOCC

Structure (ORCA input):
```
! wB97M-V def2-TZVPD RIJCOSX def2/J DEFGRID3
* xyz 0 1
C 2.022 -3.889 -2.281
C 0.772 -2.987 -2.423
C 0.758 -2.399 -3.828
N -0.468 -1.670 -4.228
C -1.199 -1.070 -3.181
C -2.395 -1.638 -2.697
B -3.055 -2.942 -3.277
N -4.480 -3.082 -3.208
O -2.288 -3.970 -3.810
C -3.042 -1.018 -1.616
C -2.535 0.131 -1.023
C -1.365 0.682 -1.507
C -0.688 0.099 -2.585
C 0.591 0.747 -3.013
O 0.901 0.906 -4.160
C 1.428 1.240 -1.868
C 0.721 1.823 -0.811
C 1.386 2.322 0.292
C 2.776 2.218 0.361
P 3.725 2.880 1.785
C 2.810 4.426 2.236
C 3.537 1.691 3.186
C 3.484 1.605 -0.686
O 4.835 1.465 -0.527
C 5.633 2.513 -1.118
C 6.936 1.972 -1.704
O 7.439 0.849 -1.023
C 7.020 -0.386 -1.564
C 7.616 -0.709 -2.947
C 2.823 1.113 -1.828
C 3.586 0.445 -2.939
O 4.527 1.312 -3.533
C 4.335 1.577 -4.906
O 5.571 1.939 -5.424
C 5.743 3.306 -5.742
C 6.539 4.032 -4.685
O 6.769 5.342 -5.219
C -0.756 1.883 -0.890
O -1.396 2.805 -0.461
H 2.808 -3.513 -2.933
H 1.802 -4.931 -2.482
H 2.395 -3.821 -1.262
H -0.119 -3.590 -2.281
H 0.852 -2.222 -1.656
H 1.604 -1.724 -3.955
H 0.852 -3.235 -4.516
H -1.065 -2.244 -4.797
H -4.889 -3.771 -3.823
H -4.958 -2.194 -3.287
H -2.719 -4.394 -4.557
H -3.939 -1.476 -1.227
H -3.053 0.556 -0.175
H 0.850 2.780 1.109
H 2.445 4.427 3.259
H 1.956 4.548 1.571
H 3.465 5.265 2.044
H 4.536 1.403 3.492
H 2.980 0.793 2.937
H 3.090 2.215 4.028
H 5.037 3.007 -1.879
H 5.847 3.243 -0.338
H 7.673 2.764 -1.561
H 6.842 1.825 -2.778
H 5.936 -0.450 -1.598
H 7.333 -1.145 -0.853
H 8.159 0.127 -3.370
H 8.256 -1.583 -2.869
H 6.812 -0.987 -3.624
H 2.907 0.032 -3.670
H 4.134 -0.403 -2.519
H 3.585 2.366 -5.017
H 3.979 0.692 -5.438
H 4.808 3.836 -5.921
H 6.313 3.362 -6.668
H 7.499 3.549 -4.507
H 5.985 4.132 -3.749
H 7.449 5.769 -4.694
C 11.648 5.074 -0.815
C 10.592 5.520 -1.811
O 9.300 5.667 -1.251
C 9.175 6.622 -0.213
C 9.518 8.040 -0.634
H 11.331 4.163 -0.307
H 12.590 4.879 -1.329
H 11.837 5.833 -0.054
H 10.486 4.762 -2.588
H 10.901 6.445 -2.313
H 9.770 6.321 0.657
H 8.130 6.578 0.094
H 10.574 8.146 -0.888
H 9.303 8.735 0.178
H 8.934 8.331 -1.509
C -3.569 -1.643 4.786
C -2.065 -1.851 4.746
O -1.567 -2.234 3.475
C -1.789 -1.315 2.424
C -1.141 0.042 2.645
H -4.086 -2.527 4.410
H -3.899 -1.453 5.808
H -3.877 -0.793 4.173
H -1.793 -2.663 5.420
H -1.544 -0.957 5.107
H -2.863 -1.208 2.229
H -1.356 -1.777 1.535
H -1.588 0.573 3.487
H -1.262 0.668 1.759
H -0.075 -0.072 2.852
C 0.379 -6.012 -5.639
C 1.815 -6.072 -6.131
O 2.653 -6.899 -5.348
C 2.285 -8.264 -5.276
C 2.273 -8.972 -6.620
H 0.349 -5.726 -4.586
H -0.186 -5.278 -6.218
H -0.127 -6.974 -5.736
H 2.259 -5.077 -6.077
H 1.850 -6.374 -7.184
H 1.318 -8.375 -4.773
H 3.029 -8.728 -4.628
H 1.497 -8.582 -7.280
H 2.085 -10.037 -6.481
H 3.233 -8.849 -7.125
C -7.346 -3.093 5.807
C -6.761 -3.356 7.182
O -6.055 -2.254 7.724
C -6.808 -1.072 7.918
C -7.974 -1.235 8.878
H -6.571 -2.745 5.122
H -7.790 -4.003 5.404
H -8.127 -2.333 5.839
H -6.034 -4.166 7.119
H -7.543 -3.689 7.874
H -7.153 -0.673 6.957
H -6.103 -0.345 8.324
H -8.737 -1.906 8.480
H -8.446 -0.269 9.062
H -7.630 -1.645 9.829
C -11.119 -6.370 8.230
C -11.164 -4.866 8.020
O -10.725 -4.451 6.740
C -11.465 -4.944 5.638
C -12.926 -4.529 5.641
H -10.123 -6.757 8.009
H -11.367 -6.612 9.264
H -11.829 -6.893 7.588
H -10.490 -4.382 8.727
H -12.168 -4.478 8.226
H -11.372 -6.033 5.569
H -10.974 -4.531 4.755
H -13.474 -4.973 6.474
H -13.409 -4.852 4.718
H -13.015 -3.445 5.724
C -5.263 8.181 -0.137
C -3.773 8.126 -0.432
O -3.056 7.230 0.394
C -3.445 5.869 0.315
C -3.286 5.257 -1.064
H -5.435 8.394 0.919
H -5.735 8.963 -0.734
H -5.760 7.239 -0.372
H -3.332 9.106 -0.248
H -3.600 7.896 -1.490
H -4.473 5.744 0.677
H -2.799 5.343 1.018
H -3.964 5.710 -1.792
H -3.502 4.191 -1.026
H -2.267 5.392 -1.426
*
```

Atom charges from the Mulliken analysis, given in e for atoms 1 to 5: -1.469 0.212 -0.439 -0.225 -0.706

***

Density functional theory data (ωB97M-V/def2-TZVPD) for a 2-piece molecular cluster, C4H7NS overall.

Values from the calculation:
HOMO level (spin up / spin down)	-8.348 / -8.348	eV
electronic energy	-609.4131	Ha
SMILES	C=C=NC.C=S

Structure (ORCA input):
```
! wB97M-V def2-TZVPD RIJCOSX def2/J DEFGRID3
* xyz 0 1
C 2.251 0.975 -0.045
C 1.133 0.287 0.026
N 0.062 -0.281 -0.071
C -0.303 -1.652 -0.215
H 2.649 1.234 0.939
H 2.773 1.325 -0.926
H 0.406 -2.188 -0.923
H -1.366 -1.571 -0.555
H 0.015 -2.380 0.550
C -1.765 1.168 0.312
S -2.879 -0.033 0.239
H -1.306 1.504 1.274
H -1.672 1.612 -0.605
*
```

Atom charges from the Mulliken analysis, given in e for atoms 1 to 5: -0.972 0.625 -0.187 -0.724 0.204

***

Density functional theory data (ωB97M-V/def2-TZVPD) for a 3-piece molecular cluster, C24H42ClNO8P overall.

Values from the calculation:
HOMO level	-4.181	eV
electronic energy	-2397.8308	Ha

Structure (ORCA input):
```
! wB97M-V def2-TZVPD RIJCOSX def2/J DEFGRID3
* xyz -1 1
C -4.527 -1.592 -4.600
C -3.333 -1.951 -4.091
P -2.165 -0.948 -2.899
C -3.194 0.694 -3.109
C -1.012 -2.460 -2.588
C -0.690 -2.858 -1.128
C 0.828 -2.987 -0.850
C -1.151 -0.274 -4.439
C -0.097 -1.080 -5.202
C -0.492 -2.393 -5.851
Cl -1.691 -2.197 -7.174
C -3.426 -1.607 -1.478
C -4.028 -2.967 -1.633
O -3.491 -4.041 -1.462
O -5.375 -2.944 -1.909
C -1.081 0.066 -1.605
C -1.639 0.710 -0.506
C -0.813 1.388 0.381
C 0.544 1.391 0.117
N 1.121 0.831 -0.937
C 0.296 0.178 -1.768
H -4.647 -0.646 -5.122
H -5.428 -2.201 -4.527
H -2.998 -2.962 -4.347
H -3.931 0.903 -2.332
H -3.657 0.818 -4.087
H -2.467 1.510 -3.042
H -1.396 -3.365 -3.064
H -0.022 -2.322 -3.026
H -1.070 -2.180 -0.364
H -1.103 -3.841 -0.906
H 1.381 -3.314 -1.732
H 1.228 -2.040 -0.482
H 0.999 -3.704 -0.041
H -0.706 0.710 -4.245
H -1.915 -0.047 -5.190
H 0.252 -0.456 -6.038
H 0.824 -1.272 -4.641
H -0.867 -3.141 -5.158
H 0.388 -2.822 -6.330
H -4.311 -0.970 -1.447
H -3.020 -1.598 -0.465
H -5.568 -3.808 -2.298
H -2.709 0.671 -0.343
H -1.210 1.877 1.262
H 1.201 1.904 0.817
H 0.781 -0.299 -2.611
C 2.063 4.416 6.034
C 0.964 4.539 5.002
O 1.292 5.494 3.978
C 2.140 5.054 3.051
O 2.622 3.951 3.004
O 2.372 6.039 2.187
C 3.318 5.711 1.163
H 2.308 5.396 6.447
H 1.746 3.760 6.844
H 2.969 4.004 5.592
H 0.052 4.918 5.460
H 0.732 3.575 4.549
H 3.039 4.792 0.654
H 4.315 5.613 1.591
H 3.301 6.539 0.461
C 3.685 1.103 4.138
C 3.113 0.147 3.118
O 3.333 -1.231 3.477
C 2.520 -1.714 4.405
O 1.622 -1.128 4.954
O 2.865 -2.986 4.640
C 2.105 -3.618 5.669
H 4.742 0.896 4.314
H 3.565 2.120 3.765
H 3.170 1.014 5.095
H 3.612 0.283 2.161
H 2.050 0.328 2.964
H 1.038 -3.523 5.480
H 2.350 -3.188 6.639
H 2.387 -4.667 5.653
*
```

Atom charges from the Mulliken analysis, given in e for atoms 1 to 5: -0.938 -0.511 4.334 -1.650 -1.559

***

> Which of these has the lowest electronic energy?

C28H20AsNOPS5TcTe

***

> Among the records above, which one has the highest electronic energy?

C4H7NS

***

> Which value of electronic energy does entry 3 give?

-911.1987 Ha

***

> Which formula does entry 2 have?

C28H20AsNOPS5TcTe